(1)
{"formula": "C6H10S", "method": "ωB97M-V/def2-TZVPD", "symbols": ["C", "C", "C", "C", "C", "C", "S", "H", "H", "H", "H", "H", "H", "H", "H", "H", "H"], "xyz": [[2.336, -1.279, -0.016], [1.559, -0.257, -0.373], [0.726, 0.517, 0.537], [0.499, 1.950, 0.039], [-0.917, 1.536, -0.492], [-0.812, 0.246, 0.435], [-1.559, -1.268, -0.001], [2.597, -1.590, 0.991], [2.770, -1.887, -0.862], [1.325, -0.084, -1.361], [1.065, 0.350, 1.585], [0.428, 2.712, 0.872], [1.246, 2.335, -0.671], [-1.051, 1.219, -1.523], [-1.822, 2.177, -0.344], [-1.283, 0.510, 1.372], [-0.684, -1.738, -0.830]], "lumo_energy_ev": 1.001, "spin_multiplicity": 1, "relative_energy_kj_mol": 198.69, "e_tot_ev": -17217.56405, "smiles": "C=C[C@H]1CC[C@H]1S", "orbital_gap_ev": 9.847, "mol_weight_da": 114.213, "homo_energy_ha": -0.325}



(2)
{"formula": "C6H10S", "method": "ωB97M-V/def2-TZVPD", "symbols": ["C", "C", "C", "C", "C", "C", "S", "H", "H", "H", "H", "H", "H", "H", "H", "H", "H"], "xyz": [[-1.825, -0.098, -0.967], [-2.748, 0.287, -1.827], [-0.524, 0.959, 0.179], [0.436, -0.321, 0.125], [1.634, -0.148, -0.680], [0.709, -0.913, 1.498], [-0.757, -1.479, -0.860], [-3.215, -0.382, -2.486], [-3.322, 1.267, -1.649], [-0.248, 1.847, -0.310], [-0.863, 1.096, 1.227], [2.309, 0.497, -0.194], [1.286, 0.267, -1.548], [1.962, -1.124, -1.026], [0.943, -1.916, 1.553], [-0.157, -0.974, 2.029], [1.440, -0.349, 2.017]], "lumo_energy_ev": 0.684, "spin_multiplicity": 1, "relative_energy_kj_mol": 367.01, "e_tot_ev": -17215.81949, "orbital_gap_ev": 8.961, "mol_weight_da": 114.213, "homo_energy_ha": -0.304}



(3)
{"formula": "C6H10S", "method": "ωB97M-V/def2-TZVPD", "symbols": ["C", "C", "C", "C", "C", "C", "S", "H", "H", "H", "H", "H", "H", "H", "H", "H", "H"], "xyz": [[-1.763, 0.282, 0.029], [0.833, -1.604, 0.662], [-0.794, 0.806, -1.052], [1.248, -0.788, -0.564], [0.425, 0.790, 1.044], [0.618, 0.643, -0.465], [-0.776, -0.684, 1.130], [-2.504, -0.395, -0.307], [0.548, -2.639, 0.761], [-0.849, 0.426, -2.092], [-1.077, 1.851, -1.298], [2.275, -0.637, -0.620], [0.931, -1.375, -1.472], [1.350, 0.780, 1.577], [-0.142, 1.650, 1.199], [1.295, 1.373, -0.775], [-1.619, -0.479, 2.242]], "lumo_energy_ev": [0.673, -0.527], "spin_multiplicity": 3, "relative_energy_kj_mol": 407.37, "e_tot_ev": -17210.64134, "orbital_gap_ev": [6.473, 6.485], "mol_weight_da": 114.213, "homo_energy_ha": [-0.213, -0.258]}



(4)
{"formula": "C6H10S2", "method": "ωB97M-V/def2-TZVPD", "symbols": ["C", "C", "C", "C", "C", "C", "H", "H", "H", "H", "H", "H", "H", "H", "H", "H", "S", "S"], "xyz": [[0.291, 0.681, -1.913], [-0.109, 0.495, -0.399], [-1.552, 0.826, -0.066], [0.951, 0.545, 0.752], [0.319, -0.620, 1.266], [-0.205, -0.941, 0.002], [1.559, 0.650, -1.778], [-0.177, -0.428, -2.508], [-0.113, 1.685, -2.466], [-1.841, 2.096, 0.397], [-1.932, -0.198, 0.838], [-2.268, 0.758, -1.103], [2.014, 0.039, 0.458], [0.982, 1.356, 1.399], [-0.658, -0.429, 1.892], [1.996, -2.380, 1.409], [1.295, -1.714, 2.326], [-0.553, -2.422, -0.506]], "lumo_energy_ev": -0.293, "spin_multiplicity": 1, "relative_energy_kj_mol": 619.00, "e_tot_ev": -28047.92469, "orbital_gap_ev": 8.410, "mol_weight_da": 146.280, "homo_energy_ha": -0.320}



(5)
{"formula": "C6H10S2", "method": "ωB97M-V/def2-TZVPD", "symbols": ["C", "C", "C", "C", "C", "C", "H", "H", "H", "H", "H", "H", "H", "H", "H", "H", "S", "S"], "xyz": [[0.405, 0.146, 1.810], [0.231, -0.360, 0.337], [0.650, -1.878, -0.077], [0.689, 0.679, -0.663], [-0.758, 0.571, -1.308], [-1.233, -0.071, -0.046], [0.018, 1.073, 1.888], [0.088, -0.496, 2.635], [1.637, 0.450, 1.851], [1.742, -1.989, -0.643], [-0.251, -2.575, -0.732], [0.932, -2.480, 1.099], [0.978, 1.665, -0.227], [1.231, 0.422, -1.539], [-0.688, -0.147, -2.320], [-1.385, 2.865, -0.930], [-1.868, 1.875, -1.940], [-2.419, 0.250, 0.805]], "lumo_energy_ev": 0.051, "spin_multiplicity": 1, "relative_energy_kj_mol": 465.97, "e_tot_ev": -28049.51068, "orbital_gap_ev": 8.534, "mol_weight_da": 146.280, "homo_energy_ha": -0.312}



(6)
{"formula": "C6H11AlBrNO3PS", "method": "ωB97M-V/def2-TZVPD", "symbols": ["C", "C", "Br", "C", "Al", "P", "S", "O", "C", "C", "O", "C", "N", "O", "H", "H", "H", "H", "H", "H", "H", "H", "H", "H", "H"], "xyz": [[-2.239, -2.164, 1.351], [-1.998, -1.566, -0.040], [-2.691, 0.281, -0.034], [-0.551, -1.697, -0.507], [0.586, -0.074, -0.786], [2.700, -0.893, -1.627], [3.495, 0.151, -3.135], [0.095, 1.289, -1.748], [0.576, 2.397, -1.024], [0.850, 2.103, 0.452], [-0.293, 2.690, 1.263], [-0.252, 2.438, 2.530], [-0.238, 2.209, 3.657], [0.981, 0.789, 0.725], [-2.679, -3.154, 1.265], [-1.314, -2.224, 1.914], [-2.927, -1.560, 1.933], [-2.635, -2.094, -0.738], [-0.022, -2.255, 0.267], [-0.510, -2.321, -1.399], [2.536, -2.252, -1.980], [3.650, -0.964, -0.591], [1.563, 2.667, -1.424], [-0.043, 3.288, -1.131], [1.725, 2.675, 0.766]], "lumo_energy_ev": 2.885, "spin_multiplicity": 1, "total_charge": -1, "e_tot_ev": -110800.97689, "orbital_gap_ev": 7.454, "mol_weight_da": 315.085, "homo_energy_ha": -0.168}



(7)
{"formula": "C6H11BNO4", "method": "ωB97M-V/def2-TZVPD", "symbols": ["C", "C", "B", "O", "N", "C", "C", "O", "O", "C", "C", "O", "H", "H", "H", "H", "H", "H", "H", "H", "H", "H", "H"], "xyz": [[-3.441, 1.336, 0.798], [-2.854, 0.218, -0.248], [-1.427, 0.681, -0.989], [-0.977, 0.146, -2.289], [-0.584, 1.686, -0.176], [0.875, 1.282, -0.168], [1.276, 0.144, 0.941], [0.453, -0.733, 1.523], [2.725, 0.041, 1.303], [3.272, -0.885, 0.278], [3.183, -2.533, 0.393], [3.911, -0.300, -0.772], [-4.016, 2.155, 0.148], [-4.210, 0.815, 1.548], [-2.640, 1.861, 1.470], [-2.571, -0.772, 0.351], [-3.687, -0.037, -1.062], [-1.604, 0.371, -3.037], [1.269, 0.968, -1.243], [1.486, 2.267, 0.115], [2.949, -2.916, -0.709], [2.346, -2.899, 1.144], [4.266, -2.897, 0.682]], "lumo_energy_ev": 3.115, "spin_multiplicity": 1, "total_charge": -1, "e_tot_ev": -16754.16243, "orbital_gap_ev": 6.008, "mol_weight_da": 171.969, "homo_energy_ha": -0.106}



(8)
{"formula": "C6H11BrClPS", "method": "ωB97M-V/def2-TZVPD", "symbols": ["C", "C", "P", "Br", "S", "C", "C", "C", "C", "Cl", "H", "H", "H", "H", "H", "H", "H", "H", "H", "H", "H"], "xyz": [[-0.406, -4.564, -0.196], [-0.696, -3.094, -0.658], [0.630, -1.915, -0.445], [0.969, -1.792, 1.702], [-1.338, -0.218, -0.946], [-0.870, 1.395, -0.685], [0.325, 1.946, -0.577], [0.671, 3.421, -0.184], [1.009, 3.385, 1.294], [-0.793, 4.462, -0.201], [0.445, -4.642, 0.511], [-1.197, -5.043, 0.350], [-0.150, -5.274, -1.056], [-1.591, -2.793, -0.172], [-1.010, -3.153, -1.633], [-1.718, 2.119, -0.559], [1.136, 1.284, -0.749], [1.419, 4.107, -0.845], [0.032, 3.199, 1.874], [1.329, 4.432, 1.570], [1.803, 2.739, 1.606]], "lumo_energy_ev": -0.994, "spin_multiplicity": 1, "e_tot_ev": -109087.80175, "smiles": "CCP(Br)S/C=C/[C@H](C)Cl", "orbital_gap_ev": 7.253, "mol_weight_da": 261.552, "homo_energy_ha": -0.303}



(9)
{"formula": "C6H11BrOS", "method": "ωB97M-V/def2-TZVPD", "symbols": ["C", "C", "O", "C", "C", "Br", "S", "C", "C", "H", "H", "H", "H", "H", "H", "H", "H", "H", "H", "H"], "xyz": [[-3.236, 0.849, 1.900], [-3.050, 0.622, 0.357], [-1.756, 0.956, -0.207], [-0.730, 0.098, -0.016], [0.530, 0.592, 0.048], [0.737, 2.408, -0.364], [1.713, -0.270, 1.035], [3.377, 0.205, 0.179], [4.565, -0.409, 0.835], [-2.509, 0.084, 2.368], [-2.811, 1.728, 2.179], [-4.318, 0.756, 2.001], [-3.858, 1.362, -0.072], [-3.246, -0.412, 0.115], [-0.936, -0.904, 0.097], [3.310, 0.006, -0.872], [3.339, 1.325, 0.365], [4.529, -0.607, 1.866], [5.049, -1.303, 0.321], [5.323, 0.329, 0.633]], "lumo_energy_ev": 0.775, "spin_multiplicity": 1, "relative_energy_kj_mol": 67.36, "e_tot_ev": -89323.23258, "smiles": "CCO/C=C(\\Br)SCC", "orbital_gap_ev": 8.761, "mol_weight_da": 211.124, "homo_energy_ha": -0.293}



(10)
{"formula": "C6H11BrSi", "method": "ωB97M-V/def2-TZVPD", "symbols": ["C", "Si", "C", "C", "H", "H", "H", "H", "H", "H", "H", "H", "C", "C", "C", "Br", "H", "H", "H"], "xyz": [[-0.632, 1.314, -0.258], [-1.535, -0.017, 0.597], [-1.221, -0.123, 2.504], [-2.856, -1.037, -0.467], [-1.140, 1.622, -1.293], [-0.011, 2.081, 0.152], [-1.933, 0.645, 2.989], [-1.217, -1.092, 3.049], [-0.261, 0.415, 2.639], [-3.535, -1.478, 0.285], [-3.504, -0.390, -0.938], [-2.400, -1.650, -1.174], [3.870, 0.872, -1.448], [2.995, -0.047, -1.177], [1.948, -0.693, -0.793], [1.779, -2.577, -0.362], [4.173, 0.961, -2.483], [4.524, 1.559, -0.789], [0.957, -0.364, -1.034]], "lumo_energy_ev": [0.475, 0.475], "spin_multiplicity": 1, "relative_energy_kj_mol": 474.94, "e_tot_ev": -84315.92288, "smiles": "C=[Si](C)C.C=C=CBr", "orbital_gap_ev": [8.280, 8.281], "mol_weight_da": 191.144, "homo_energy_ha": [-0.287, -0.287]}



(11)
{"formula": "C6H11CeCl4FeO2", "method": "ωB97M-V/def2-TZVPD", "symbols": ["Fe", "Cl", "C", "H", "H", "H", "Ce", "C", "C", "C", "H", "H", "H", "H", "H", "H", "H", "H", "Cl", "C", "Cl", "Cl", "C", "O", "O"], "xyz": [[-0.201, -0.351, 1.297], [-0.200, 1.256, -0.095], [-1.905, -1.271, 1.564], [-1.836, -2.087, 2.292], [-2.274, -1.691, 0.619], [-2.676, -0.571, 1.912], [0.495, -0.272, -3.443], [-1.522, 0.321, -3.346], [2.091, 0.871, -2.688], [0.886, -1.942, -4.188], [2.618, 0.292, -1.912], [2.823, 1.068, -3.488], [1.782, 1.833, -2.254], [-2.092, -0.421, -2.764], [-1.672, 1.310, -2.890], [-1.959, 0.333, -4.358], [0.130, -2.631, -4.591], [1.901, -2.357, -4.266], [0.978, 2.753, 5.389], [0.784, 1.000, 5.148], [2.399, 0.238, 5.202], [-0.195, 0.334, 6.479], [0.092, 0.743, 3.841], [-1.109, 1.233, 3.627], [0.663, 0.008, 2.914]], "lumo_energy_ev": [-0.874, -3.079], "spin_multiplicity": 6, "e_tot_ev": -107891.82362, "orbital_gap_ev": [7.021, 4.813], "mol_weight_da": 452.925, "homo_energy_ha": [-0.290, -0.290]}



(12)
{"formula": "C6H11ClF3O2PS", "method": "ωB97M-V/def2-TZVPD", "symbols": ["C", "C", "C", "C", "C", "C", "O", "O", "F", "F", "F", "P", "S", "Cl", "H", "H", "H", "H", "H", "H", "H", "H", "H", "H", "H"], "xyz": [[-0.768, 1.110, 0.775], [1.179, 0.388, -2.900], [2.440, -0.730, 0.987], [0.846, 1.071, -1.543], [1.325, -1.399, 0.199], [-3.424, 0.292, 1.414], [-1.623, 0.724, 3.275], [-1.213, -1.232, 1.531], [-3.544, 0.574, 0.111], [-4.057, 1.303, 2.026], [-4.126, -0.835, 1.618], [0.063, -0.126, -0.263], [-1.634, 0.151, 1.938], [-1.366, -1.097, -1.161], [-0.032, 1.735, 1.196], [1.725, -0.544, -2.650], [0.090, 0.277, -3.264], [1.731, 1.004, -3.614], [2.961, -1.476, 1.642], [3.131, -0.388, 0.181], [2.001, 0.071, 1.686], [0.254, 1.969, -1.827], [1.865, 1.255, -1.075], [0.671, -2.215, 0.564], [1.507, -1.882, -0.846]], "lumo_energy_ev": 0.473, "spin_multiplicity": 1, "relative_energy_kj_mol": 49.64, "e_tot_ev": -51291.83926, "orbital_gap_ev": 9.394, "mol_weight_da": 270.640, "homo_energy_ha": -0.328}